Entry from OMol25: C48H47N12OPSn as an isolated structure (the ωB97M-V functional and the def2-TZVPD basis).

```
! RIJCOSX wB97M-V def2-TZVPD def2/J DEFGRID3
* xyz 2 1
Sn 0.36 -0.28 -0.22
C -0.99 -2.28 3.08
N -1.60 -1.47 2.03
C -2.71 -2.07 1.30
C -2.34 -2.51 -0.10
N -1.49 -1.88 -0.88
C -1.51 -2.57 -2.10
C -0.81 -2.33 -3.28
C -1.02 -3.20 -4.33
C -1.91 -4.29 -4.22
C -2.61 -4.53 -3.05
C -2.38 -3.65 -2.00
N -2.88 -3.59 -0.71
C 0.51 -2.12 3.13
N 1.22 -1.33 2.38
C 2.55 -1.54 2.77
C 3.73 -0.96 2.31
C 4.91 -1.37 2.89
C 4.93 -2.34 3.90
C 3.77 -2.92 4.38
C 2.59 -2.50 3.79
N 1.26 -2.85 4.00
H -1.22 -3.33 2.92
H -1.39 -2.03 4.07
H -1.89 -0.58 2.41
H -3.51 -1.34 1.19
H -3.14 -2.93 1.83
H -0.14 -1.49 -3.38
H -0.51 -3.04 -5.27
H -2.04 -4.95 -5.06
H -3.29 -5.36 -2.97
H -3.60 -4.18 -0.32
H 3.71 -0.20 1.55
H 5.84 -0.94 2.56
H 5.88 -2.64 4.33
H 3.79 -3.65 5.17
H 0.93 -3.50 4.69
N 0.56 -3.97 -0.36
C 1.35 -3.51 -1.34
N 1.90 -4.42 -2.13
C 2.73 -3.95 -3.06
N 3.29 -4.82 -3.90
N 3.05 -2.65 -3.21
C 2.43 -1.83 -2.40
N 1.53 -2.17 -1.47
C 2.82 -0.39 -2.50
C 3.79 0.02 -3.40
C 4.18 1.34 -3.40
C 3.59 2.22 -2.50
C 2.61 1.74 -1.66
N 2.23 0.46 -1.65
H 0.38 -4.95 -0.33
H 0.07 -3.32 0.23
H 3.10 -5.80 -3.80
H 3.93 -4.49 -4.60
H 4.22 -0.71 -4.07
H 4.94 1.69 -4.09
H 3.88 3.26 -2.47
H 2.08 2.39 -0.97
C 3.61 2.63 1.38
C 2.74 1.45 1.82
C 3.28 0.83 3.11
C 1.26 1.82 2.00
C 1.00 3.03 2.91
O 0.03 3.80 2.17
C -0.09 3.24 0.95
N 0.58 2.17 0.74
C -1.02 3.95 0.04
C -1.42 5.22 0.47
C -2.32 5.99 -0.25
C -2.85 5.48 -1.42
C -2.46 4.22 -1.86
C -1.55 3.44 -1.16
P -1.24 1.75 -1.86
C -2.92 1.05 -1.64
C -3.59 1.30 -0.43
C -4.84 0.73 -0.19
C -5.43 -0.09 -1.14
C -4.76 -0.34 -2.33
C -3.52 0.22 -2.58
C -1.08 2.00 -3.66
C 0.20 1.89 -4.21
C 0.41 2.06 -5.57
C -0.65 2.34 -6.41
C -1.94 2.43 -5.88
C -2.15 2.25 -4.52
H 4.55 2.26 0.97
H 3.85 3.28 2.22
H 3.12 3.24 0.62
H 2.77 0.69 1.04
H 3.27 1.55 3.92
H 4.31 0.50 2.98
H 2.68 -0.04 3.41
H 0.76 0.92 2.40
H 1.88 3.65 3.05
H 0.57 2.78 3.87
H -1.01 5.62 1.38
H -2.60 6.97 0.11
H -3.56 6.05 -2.00
H -2.90 3.85 -2.77
H -3.15 1.95 0.31
H -5.35 0.95 0.74
H -6.41 -0.50 -0.97
H -5.22 -0.98 -3.09
H -3.02 0.00 -3.51
H 1.03 1.67 -3.56
H 1.41 1.97 -5.97
H -0.49 2.48 -7.47
H -2.77 2.64 -6.53
H -3.17 2.29 -4.15
*
```

Lowest unoccupied orbital energy: -5.1 eV
Frontier orbital gap: 6.969 eV
Maximum force: 5.5 eV/Å
ΔE to the lowest compared entry with this formula, charge and spin: 98.5 kcal/mol

Löwdin population analysis, charges in e, atoms 1 to 4:
1 Sn 1.37
2 C -0.12
3 N -0.06
4 C -0.12



Entry from OMol25: C24H37FeN4O2 as an isolated structure (the ωB97M-V functional and the def2-TZVPD basis).

```
! RIJCOSX wB97M-V def2-TZVPD def2/J DEFGRID3
* xyz 1 5
Fe 0.05 -0.28 -0.29
C 2.43 -0.76 -2.43
N 2.09 0.01 -1.22
C 2.85 -0.49 -0.05
C 2.32 1.43 -1.40
C 3.58 1.88 -1.76
C 3.84 3.23 -1.88
C 2.82 4.12 -1.59
C 1.55 3.66 -1.25
C 1.24 2.29 -1.17
N 0.03 1.69 -0.93
C -1.21 2.26 -1.15
C -1.55 3.63 -1.19
C -2.81 4.05 -1.60
C -3.80 3.14 -1.94
C -3.52 1.80 -1.77
C -2.27 1.37 -1.36
N -2.03 -0.03 -1.08
C -2.32 -0.92 -2.21
C -2.81 -0.43 0.11
H 3.51 -0.86 -2.55
H 2.00 -1.76 -2.38
H 2.03 -0.25 -3.30
H 3.93 -0.41 -0.21
H 2.59 0.11 0.82
H 2.60 -1.54 0.14
H 4.37 1.16 -1.94
H 4.82 3.58 -2.18
H 3.00 5.18 -1.63
H 0.82 4.41 -1.02
H -0.86 4.38 -0.86
H -3.01 5.12 -1.64
H -4.76 3.47 -2.30
H -4.31 1.07 -1.94
H -3.39 -0.96 -2.43
H -1.80 -0.56 -3.10
H -1.98 -1.93 -1.98
H -3.88 -0.42 -0.09
H -2.52 -1.43 0.42
H -2.60 0.27 0.92
C -0.22 -4.70 0.51
C 0.05 -4.85 -0.99
C 0.51 -3.45 -1.38
O -0.11 -2.54 -0.44
C -0.81 -3.30 0.57
H 0.71 -4.76 1.08
H -0.92 -5.44 0.89
H -0.86 -5.13 -1.51
H 0.81 -5.59 -1.21
H 0.21 -3.17 -2.39
H 1.59 -3.36 -1.29
H -1.88 -3.33 0.33
H -0.68 -2.80 1.53
C 0.96 -1.53 3.86
N 0.26 -0.25 3.97
C -0.03 0.29 5.31
C -0.12 0.36 2.86
C -0.81 1.68 2.89
O 0.11 -0.17 1.75
H 1.38 -1.80 4.83
H 1.77 -1.45 3.14
H 0.29 -2.32 3.53
H 0.30 -0.43 6.05
H -1.10 0.44 5.45
H 0.49 1.22 5.49
H -0.90 2.11 3.88
H -1.81 1.57 2.46
H -0.26 2.37 2.25
*
```

<S²>: 6.0086
Lowest unoccupied orbital energy (alpha / beta): -2.0 / -2.0 eV
Frontier orbital gap (alpha / beta): 7.077 / 7.129 eV
Maximum force: 1.3 eV/Å
ΔE to the lowest compared entry with this formula, charge and spin: 19.1 kcal/mol

natural (NBO) population analysis, charges in e, atoms 1 to 4:
1 Fe 1.56
2 C -0.41
3 N -0.54
4 C -0.43



Entry from OMol25: one molecule with the formula C3H5BrN2O (the ωB97M-V functional and the def2-TZVPD basis).

```
! RIJCOSX wB97M-V def2-TZVPD def2/J DEFGRID3
* xyz 0 1
C -0.32 -0.99 -0.23
C 0.16 -0.41 1.12
C -0.54 0.02 -1.30
N 0.21 1.04 0.99
N 0.67 1.53 -0.11
O -0.47 -2.21 -0.26
Br 0.29 -0.51 -2.87
H -0.55 -0.76 1.87
H 1.26 -0.79 1.20
H -1.58 0.51 -1.42
H -0.74 1.41 1.26
H 1.62 1.15 -0.25
*
```

Lowest unoccupied orbital energy (alpha / beta): 0.1 / -0.2 eV
Frontier orbital gap (alpha / beta): 8.298 / 7.916 eV
Maximum force: 4.7 eV/Å
ΔE to the lowest compared entry with this formula, charge and spin: 73.2 kcal/mol

natural (NBO) population analysis, charges in e, atoms 1 to 4:
1 C 0.48
2 C -0.34
3 C -0.43
4 N -0.36



Entry from OMol25: one molecule with the formula C2H3N3OS (the ωB97M-V functional and the def2-TZVPD basis).

```
! RIJCOSX wB97M-V def2-TZVPD def2/J DEFGRID3
* xyz 0 1
N 0.05 -0.33 2.03
N -0.33 -0.22 0.73
O -1.66 -0.54 0.43
N -1.82 -0.34 -0.89
C -0.68 0.07 -1.38
C 0.36 0.18 -0.37
S 1.93 0.61 -0.53
H -0.46 0.32 2.62
H -0.04 -1.29 2.35
H -0.58 0.28 -2.44
*
```

Structure (SMILES): Nn1oncc1=S
Lowest unoccupied orbital energy: -0.1 eV
Frontier orbital gap: 8.552 eV
Maximum force: 0.8 eV/Å
ΔE to the lowest compared entry with this formula, charge and spin: 75.1 kcal/mol

natural (NBO) population analysis, charges in e, atoms 1 to 4:
1 N -0.60
2 N 0.02
3 O -0.17
4 N -0.04



Entry from OMol25: one molecule with the formula C6H12O (the ωB97M-V functional and the def2-TZVPD basis).

```
! RIJCOSX wB97M-V def2-TZVPD def2/J DEFGRID3
* xyz 0 1
C -2.93 -0.84 0.15
C -1.75 0.00 0.64
C -0.72 0.24 -0.47
C 0.63 0.63 0.07
O 1.21 -0.31 0.98
C 1.84 -0.12 -0.28
C 3.24 0.44 -0.23
H -2.58 -1.81 -0.22
H -3.47 -0.35 -0.66
H -3.64 -1.04 0.96
H -1.26 -0.53 1.46
H -2.12 0.95 1.04
H -0.61 -0.69 -1.05
H -1.08 1.01 -1.17
H 0.75 1.67 0.38
H 1.71 -0.97 -0.96
H 3.56 0.77 -1.23
H 3.94 -0.32 0.12
H 3.29 1.29 0.45
*
```

Structure (SMILES): CCC[C@H]1O[C@@H]1C
Lowest unoccupied orbital energy: 1.2 eV
Frontier orbital gap: 11.339 eV
Maximum force: 0.3 eV/Å
ΔE to the lowest compared entry with this formula, charge and spin: 26.9 kcal/mol

natural (NBO) population analysis, charges in e, atoms 1 to 4:
1 C -0.60
2 C -0.40
3 C -0.42
4 C 0.06



Entry from OMol25: a 2-piece molecular cluster, C4H4O2 overall (the ωB97M-V functional and the def2-TZVPD basis).

```
! RIJCOSX wB97M-V def2-TZVPD def2/J DEFGRID3
* xyz 0 3
C -1.45 -0.44 -0.12
C -1.21 0.64 0.98
C -0.36 0.44 -0.45
C 1.10 -0.02 -0.68
O -2.04 -1.45 -0.39
O -0.67 1.60 0.18
H 0.19 -0.42 2.49
H 1.34 -0.25 -1.74
H 1.36 -0.94 0.05
H 1.76 0.85 -0.33
*
```

<S²>: 2.0105
Lowest unoccupied orbital energy (alpha / beta): 0.4 / -2.2 eV
Frontier orbital gap (alpha / beta): 9.161 / 7.298 eV
Maximum force: 4.1 eV/Å
ΔE to the lowest compared entry with this formula, charge and spin: 120.8 kcal/mol

natural (NBO) population analysis, charges in e, atoms 1 to 4:
1 C 0.41
2 C 0.21
3 C 0.18
4 C -0.68